(1)
The following is a DFT calculation (wB97M-V/def2-TZVPD) of a cluster of 9 separate species, C55H60BrN2O2P2S in total in a non-equilibrium geometry.

Energy above the lowest of the compared OMol25 structures with the same formula, charge and spin = 268.7 kJ/mol
E_tot = -164528.5371 eV

Geometry as ORCA input:
```
! wB97M-V def2-TZVPD RIJCOSX def2/J DEFGRID3
* xyz 1 1
C 1.8421 0.3758 1.6526
C 1.6313 -0.5520 0.3689
O 1.3698 -1.9456 0.6502
C 0.1126 -2.1567 1.2987
C -1.1092 -1.7860 0.3586
C -1.3568 -2.5123 -0.9634
C -2.5574 -2.0357 -1.7434
N -3.4647 -1.0174 -1.4846
N -3.1770 -0.4554 -0.3224
P -4.3315 0.8966 0.1170
O -5.7553 0.5868 -0.7430
Br -3.4365 2.8233 -0.7266
C -2.1707 -0.7273 0.5892
P -2.0839 0.2561 2.2233
S -1.2181 1.9929 2.0384
H 1.5000 1.4296 1.3549
H 1.2443 0.0806 2.5665
H 2.9558 0.4668 1.8627
H 0.8713 -0.0463 -0.3078
H 2.6228 -0.5294 -0.2076
H 0.0396 -3.2874 1.4818
H 0.0531 -1.6973 2.3473
H -0.7190 -3.3500 -1.3689
H -2.7681 -2.5981 -2.7168
H -6.1749 1.4618 -0.9022
H -1.3499 -0.4537 3.2451
H -3.4213 0.3874 2.7617
C -0.6090 -0.0286 8.6524
C -0.6510 0.7987 7.5349
C -0.4265 0.2699 6.2691
C -0.1690 -1.0897 6.1186
C -0.1303 -1.9178 7.2356
C -0.3460 -1.3868 8.5030
H -0.7812 0.3848 9.6398
H -0.8587 1.8567 7.6515
H -0.4532 0.9177 5.3981
H 0.0016 -1.5040 5.1295
H 0.0689 -2.9776 7.1183
H -0.3105 -2.0311 9.3741
C -3.8385 -0.5210 7.2360
C -4.5574 0.5902 6.8075
C -5.9014 0.7217 7.1417
C -6.5243 -0.2542 7.9131
C -5.8045 -1.3636 8.3447
C -4.4630 -1.4995 8.0028
H -2.7926 -0.6245 6.9728
H -4.0693 1.3550 6.2115
H -6.4633 1.5850 6.8022
H -7.5707 -0.1496 8.1780
H -6.2900 -2.1235 8.9476
H -3.9035 -2.3671 8.3349
C 3.7396 0.2027 -4.2379
C 4.7951 0.9759 -4.7097
C 5.1565 2.1413 -4.0395
C 4.4672 2.5258 -2.8924
C 3.4165 1.7468 -2.4208
C 3.0510 0.5888 -3.0956
H 3.4544 -0.7037 -4.7614
H 5.3347 0.6721 -5.6001
H 5.9742 2.7495 -4.4103
H 4.7498 3.4318 -2.3674
H 2.8794 2.0442 -1.5256
H 2.2267 -0.0152 -2.7296
C -8.1958 1.5467 -3.2515
C -8.9304 2.6287 -3.7259
C -10.2856 2.7322 -3.4319
C -10.9051 1.7582 -2.6547
C -10.1704 0.6783 -2.1772
C -8.8168 0.5694 -2.4785
H -7.1388 1.4644 -3.4842
H -8.4462 3.3914 -4.3261
H -10.8594 3.5720 -3.8073
H -11.9608 1.8417 -2.4217
H -10.6534 -0.0797 -1.5702
H -8.2452 -0.2758 -2.1105
C 1.6608 4.3216 -5.5648
C 0.9272 5.4088 -6.0291
C -0.4250 5.5206 -5.7181
C -1.0405 4.5493 -4.9342
C -0.3040 3.4652 -4.4689
C 1.0417 3.3497 -4.7867
H 2.7137 4.2320 -5.8089
H 1.4088 6.1692 -6.6341
H -0.9982 6.3645 -6.0851
H -2.0929 4.6382 -4.6867
H -0.7806 2.7067 -3.8559
H 1.6080 2.4990 -4.4245
C 5.6695 -5.0340 0.5281
C 4.9517 -3.9238 0.0957
C 3.6103 -3.7852 0.4374
C 2.9896 -4.7535 1.2201
C 3.7082 -5.8619 1.6557
C 5.0468 -6.0046 1.3063
H 6.7142 -5.1433 0.2588
H 5.4382 -3.1658 -0.5090
H 3.0520 -2.9274 0.0961
H 1.9446 -4.6438 1.4910
H 3.2242 -6.6158 2.2674
H 5.6053 -6.8713 1.6414
C 9.7124 3.2055 -0.2296
C 9.2024 3.5449 1.0191
C 7.8518 3.3580 1.2938
C 7.0126 2.8222 0.3221
C 7.5234 2.4793 -0.9253
C 8.8722 2.6747 -1.2031
H 10.7648 3.3545 -0.4445
H 9.8581 3.9563 1.7787
H 7.4532 3.6289 2.2653
H 5.9600 2.6717 0.5378
H 6.8693 2.0600 -1.6819
H 9.2691 2.4124 -2.1775
C 0.7595 -4.3815 -4.2347
C 0.5224 -4.7780 -5.5468
C 0.3443 -3.8218 -6.5418
C 0.4133 -2.4682 -6.2261
C 0.6539 -2.0730 -4.9149
C 0.8224 -3.0275 -3.9192
H 0.8954 -5.1270 -3.4583
H 0.4757 -5.8328 -5.7941
H 0.1532 -4.1311 -7.5632
H 0.2800 -1.7227 -7.0021
H 0.7095 -1.0175 -4.6682
H 1.0053 -2.7169 -2.8951
*
```

Atomic partial charges in e from the Löwdin method, atoms 1 to 99:
1 C -0.090
2 C -0.231
3 O -0.201
4 C -0.165
5 C -0.050
6 C 0.112
7 C -0.017
8 N 0.093
9 N -0.317
10 P 0.654
11 O -0.340
12 Br 0.270
13 C -0.287
14 P 0.366
15 S 0.175
16 H 0.048
17 H 0.053
18 H 0.089
19 H 0.116
20 H 0.128
21 H 0.148
22 H 0.096
23 H 0.128
24 H 0.142
25 H 0.049
26 H -0.022
27 H -0.017
28 C -0.084
29 C -0.099
30 C -0.117
31 C -0.116
32 C -0.091
33 C -0.084
34 H 0.110
35 H 0.110
36 H 0.087
37 H 0.078
38 H 0.104
39 H 0.107
40 C -0.095
41 C -0.099
42 C -0.099
43 C -0.094
44 C -0.092
45 C -0.086
46 H 0.064
47 H 0.095
48 H 0.100
49 H 0.102
50 H 0.103
51 H 0.101
52 C -0.091
53 C -0.077
54 C -0.090
55 C -0.104
56 C -0.108
57 C -0.126
58 H 0.097
59 H 0.107
60 H 0.109
61 H 0.108
62 H 0.099
63 H 0.080
64 C -0.115
65 C -0.094
66 C -0.087
67 C -0.087
68 C -0.092
69 C -0.111
70 H 0.095
71 H 0.102
72 H 0.105
73 H 0.105
74 H 0.103
75 H 0.093
76 C -0.085
77 C -0.089
78 C -0.093
79 C -0.101
80 C -0.104
81 C -0.091
82 H 0.101
83 H 0.103
84 H 0.102
85 H 0.096
86 H 0.089
87 H 0.077
88 C -0.088
89 C -0.083
90 C -0.091
91 C -0.095
92 C -0.094
93 C -0.090
94 H 0.104
95 H 0.103
96 H 0.067
97 H 0.079
98 H 0.101
99 H 0.104

---

(2)
The following is a DFT calculation (wB97M-V/def2-TZVPD) of a cluster of 2 separate species, C5H10O2 in total.

Energy above the lowest of the compared OMol25 structures with the same formula, charge and spin = 316.1 kJ/mol
SMILES string = C[C@H]1OCC=C1O.[H][H]
E_tot = -9439.7664 eV

Geometry as ORCA input:
```
! wB97M-V def2-TZVPD RIJCOSX def2/J DEFGRID3
* xyz 0 1
C -1.1384 1.3108 1.3783
C -0.3705 0.0755 0.9701
O -1.2293 -0.9644 0.5553
C -0.4676 -1.8268 -0.2899
C 0.7061 -1.0056 -0.7472
C 0.6053 0.1955 -0.1791
O 1.2782 1.3539 -0.3890
H -1.8399 1.0519 2.1744
H -1.7020 1.7351 0.5416
H -0.4477 2.0621 1.7830
H 0.2365 -0.2607 1.8332
H -1.1039 -2.1140 -1.1388
H -0.1830 -2.7410 0.2486
H 1.4896 -1.4080 -1.3672
H 0.6681 2.0717 -0.1577
H 1.4554 0.0172 -2.6782
H 2.0430 0.4467 -2.5373
*
```

Population analysis type Löwdin, resulting atomic charges in e:
1 C -0.029
2 C -0.356
3 O -0.083
4 C -0.179
5 C -0.056
6 C -0.316
7 O 0.035
8 H 0.087
9 H 0.093
10 H 0.087
11 H 0.161
12 H 0.123
13 H 0.119
14 H 0.083
15 H 0.104
16 H 0.054
17 H 0.073

---

(3)
The following is a DFT calculation (wB97M-V/def2-TZVPD) of a structure of composition C2H6N4O2 in a non-equilibrium geometry.

Energy above the lowest of the compared OMol25 structures with the same formula, charge and spin = 920.6 kJ/mol
E_tot = -12217.1109 eV

Geometry as ORCA input:
```
! wB97M-V def2-TZVPD RIJCOSX def2/J DEFGRID3
* xyz 0 1
C 1.4827 0.6210 -0.2419
C -1.5232 0.2668 -0.0227
H 3.0954 -0.9318 0.7176
H 2.0247 -2.5283 0.4816
H 2.4424 1.4825 -0.1910
H 0.7913 2.1997 0.4236
H -1.8090 0.9805 -1.1366
H -4.2328 -0.9941 -0.0603
N 2.4200 -1.5857 -0.0827
N 1.1714 -0.6782 -0.2694
N 0.3232 1.6118 -0.3604
N -2.2771 -0.6102 0.5626
O -0.4962 0.9114 0.6490
O -3.4126 -0.7455 -0.4694
*
```

Population analysis type Löwdin, resulting atomic charges in e:
1 C -0.215
2 C -0.256
3 H 0.144
4 H 0.122
5 H 0.185
6 H 0.125
7 H 0.226
8 H 0.051
9 N -0.093
10 N -0.026
11 N 0.003
12 N 0.066
13 O -0.194
14 O -0.139

---

(4)
The following is a DFT calculation (wB97M-V/def2-TZVPD) of the molecule HIO in a non-equilibrium geometry.

Energy above the lowest of the compared OMol25 structures with the same formula, charge and spin = 0.0 kJ/mol
SMILES string = OI
E_tot = -10163.1510 eV

Geometry as ORCA input:
```
! wB97M-V def2-TZVPD RIJCOSX def2/J DEFGRID3
* xyz 0 1
O -0.5911 0.3086 -0.1315
I 1.2374 0.3510 0.4927
H -0.6463 -0.6597 -0.3612
*
```

Population analysis type Löwdin, resulting atomic charges in e:
1 O -0.803
2 I 0.823
3 H -0.021

---

(5)
The following is a DFT calculation (wB97M-V/def2-TZVPD) of a cluster of 2 separate species, C4H12OS2 in total in a non-equilibrium geometry.

Energy above the lowest of the compared OMol25 structures with the same formula, charge and spin = 179.1 kJ/mol
SMILES string = CCSSCC.O
E_tot = -28059.0095 eV

Geometry as ORCA input:
```
! wB97M-V def2-TZVPD RIJCOSX def2/J DEFGRID3
* xyz 0 1
C -1.3389 2.1391 -0.6242
C -2.3774 1.1232 -0.4057
S -1.9930 -0.1582 0.8088
S -1.1078 -1.6390 -0.3818
C 0.4603 -2.0441 0.3145
C 1.5045 -1.5820 -0.6610
H -0.7411 1.9734 -1.5925
H -0.7847 2.3913 0.4488
H -1.6921 3.1451 -0.8819
H -2.5736 0.5923 -1.3589
H -3.2680 1.6353 -0.0924
H 0.5731 -1.4290 1.2256
H 0.4733 -3.1193 0.5079
H 1.2089 -0.5149 -0.8957
H 1.8329 -2.3162 -1.5201
H 2.5545 -1.4347 -0.0065
O 2.3142 0.7146 1.4416
H 2.2110 -0.2544 1.4014
H 2.7438 0.7775 2.2722
*
```

Population analysis type Löwdin, resulting atomic charges in e:
1 C -0.220
2 C -0.674
3 S 0.509
4 S 0.521
5 C -0.676
6 C -0.227
7 H 0.094
8 H 0.131
9 H 0.051
10 H 0.066
11 H 0.060
12 H 0.053
13 H 0.068
14 H 0.069
15 H 0.107
16 H 0.108
17 O -0.050
18 H -0.005
19 H 0.016

---

(6)
The following is a DFT calculation (wB97M-V/def2-TZVPD) of a structure of composition C11H17Cl3N3O4PdS.

Energy above the lowest of the compared OMol25 structures with the same formula, charge and spin = 34.0 kJ/mol
E_tot = -76221.3621 eV

Geometry as ORCA input:
```
! wB97M-V def2-TZVPD RIJCOSX def2/J DEFGRID3
* xyz 1 1
Pd -0.9657 0.4768 -1.5738
N -2.1816 1.9293 -2.3888
H -2.2582 1.6523 -3.3650
H -1.7646 2.8549 -2.3594
H -3.1204 1.9809 -2.0056
N 2.1873 0.7131 -0.6236
C 1.7485 1.7214 -1.3816
N 2.5800 2.7434 -1.6487
O 0.5652 1.8035 -1.8133
H 3.1676 0.6234 -0.4198
H 1.6138 -0.1232 -0.5663
H 3.5609 2.6979 -1.4396
H 2.2566 3.4586 -2.2755
Cl 1.0571 -3.4010 -4.5275
C 1.3292 -2.7019 -2.9466
Cl 1.1005 -3.9296 -1.6958
Cl 2.9943 -2.0592 -2.8477
C 0.4008 -1.4819 -2.7216
O -0.0134 -0.8392 -3.6559
O 0.1870 -1.2095 -1.4566
C 1.7538 1.0133 3.8514
C 0.7415 0.3482 2.9632
C -0.3089 1.0868 2.4125
C -1.2307 0.4860 1.5764
C -1.0957 -0.8625 1.2680
C -0.0635 -1.6161 1.8005
C 0.8415 -1.0055 2.6574
S -2.2237 -1.6585 0.1415
C -3.6840 -1.6418 1.1758
O -2.5735 -0.6097 -0.9419
H 1.2894 1.7731 4.4786
H 2.5199 1.5081 3.2502
H 2.2527 0.2912 4.4952
H -0.4071 2.1383 2.6520
H -2.0727 1.0468 1.1880
H 0.0480 -2.6604 1.5348
H 1.6456 -1.5903 3.0863
H -3.9105 -0.6203 1.4735
H -3.4636 -2.2619 2.0439
H -4.5035 -2.0749 0.6053
*
```

Population analysis type Löwdin, resulting atomic charges in e:
1 Pd 1.019
2 N 0.024
3 H 0.090
4 H 0.075
5 H 0.080
6 N 0.213
7 C -0.587
8 N 0.198
9 O -0.107
10 H 0.123
11 H 0.079
12 H 0.120
13 H 0.124
14 Cl 0.661
15 C -1.514
16 Cl 0.621
17 Cl 0.610
18 C -0.789
19 O 0.029
20 O -0.268
21 C -0.035
22 C -0.258
23 C -0.023
24 C -0.093
25 C -0.438
26 C -0.069
27 C -0.022
28 S 1.023
29 C -0.208
30 O -0.614
31 H 0.086
32 H 0.088
33 H 0.084
34 H 0.123
35 H 0.109
36 H 0.117
37 H 0.123
38 H 0.066
39 H 0.074
40 H 0.066

---

no.,HOMO (eV),E_LUMO (eV)
1,-10.64,-5.44
2,-8.64,0.82
3,-9.35,0.38
4,-9.48,-0.59
5,-8.14,0.63
6,-12.21,-3.48